(1)
47
Properties=species:S:1:pos:R:3 method="wB97M-V/def2-TZVPD" charge=-2 mol_weight_g_mol=658.82 gap_ev=5.70 e_tot_ev=-56138.247 largest_force_ha_per_bohr=0.009
Tl 1.107 0.204 0.735
F -0.241 -0.358 6.511
C -0.305 -0.923 5.263
C -0.055 -0.163 4.144
C -0.203 -0.700 2.857
C -0.573 -2.059 2.769
C -0.707 -2.810 3.932
F -0.909 -4.169 3.886
C -0.609 -2.271 5.198
C -0.825 -2.648 1.421
C -1.687 -3.729 1.205
C -1.902 -4.181 -0.084
C -1.253 -3.562 -1.143
C -0.422 -2.494 -0.850
N -0.229 -2.050 0.387
H 0.254 0.871 4.281
H -0.730 -2.877 6.085
H -2.189 -4.195 2.039
H -2.579 -5.009 -0.262
H -1.390 -3.890 -2.165
H 0.127 -1.967 -1.624
F 3.159 -3.194 -1.121
C 3.796 -2.009 -1.447
C 3.071 -0.878 -1.685
C 3.835 0.199 -2.040
F 3.247 1.404 -2.350
C 5.217 0.197 -2.124
F 5.935 1.293 -2.486
C 5.897 -0.973 -1.841
F 7.250 -1.013 -1.899
C 5.176 -2.103 -1.507
F 5.850 -3.259 -1.266
C -3.847 4.159 -0.517
Si -2.324 3.696 -1.520
C -1.227 5.219 -1.615
C -2.906 3.373 -3.278
C -1.471 2.303 -0.812
C -0.842 1.358 -0.330
H -4.364 5.031 -0.928
H -3.563 4.378 0.515
H -4.547 3.320 -0.490
H -1.755 6.076 -2.045
H -0.356 5.000 -2.238
H -0.856 5.498 -0.626
H -3.459 4.229 -3.678
H -3.549 2.490 -3.328
H -2.044 3.188 -3.924

---

(2)
58
Properties=species:S:1:pos:R:3 method="wB97M-V/def2-TZVPD" charge=+1 mol_weight_g_mol=710.88 gap_ev="4.16 / 4.13" e_tot_ev=-73029.701 largest_force_ha_per_bohr=0.093
Pd 0.722 -0.248 -0.572
O 4.204 1.140 0.485
C 3.228 1.155 -0.228
O 2.686 0.115 -0.786
C 2.651 2.520 -0.570
C 3.528 3.565 -0.757
C 3.029 4.822 -1.052
C 1.651 5.124 -1.100
C 0.775 4.124 -0.862
C 1.215 2.754 -0.658
O 0.375 1.838 -0.566
N -0.661 4.454 -0.802
O -1.353 3.758 -0.089
O -1.024 5.413 -1.439
N 3.982 5.931 -1.295
O 5.157 5.665 -1.210
O 3.499 7.008 -1.561
H 4.594 3.406 -0.673
H 1.316 6.132 -1.300
C -4.336 0.176 -0.139
N -3.379 0.309 0.958
C -3.657 0.817 2.212
C -2.516 0.795 2.914
N -1.527 0.252 2.089
C -2.083 -0.025 0.881
S -1.483 -0.672 -0.589
C -0.211 -0.039 2.557
C 0.014 -0.125 3.921
C 1.294 -0.405 4.364
C 2.302 -0.618 3.439
C 1.986 -0.534 2.100
N 0.752 -0.225 1.666
H -5.302 0.524 0.213
H -4.414 -0.866 -0.442
H -4.010 0.782 -0.983
H -4.638 1.164 2.482
H -2.322 1.138 3.911
H -0.785 -0.011 4.636
H 1.490 -0.473 5.425
H 3.313 -0.856 3.736
H 2.732 -0.721 1.339
F -3.522 -3.503 -3.422
C -2.561 -4.026 -2.660
C -1.274 -3.828 -2.932
N -0.269 -4.366 -2.141
C 1.089 -3.854 -2.287
C 1.052 -2.451 -1.727
O 0.813 -1.466 -2.463
O 1.098 -2.283 -0.465
C -0.554 -5.125 -1.012
O 0.298 -5.550 -0.270
N -1.902 -5.344 -0.805
C -2.986 -4.813 -1.502
O -4.125 -4.995 -1.153
H -0.956 -3.228 -3.774
H 1.375 -3.833 -3.335
H 1.756 -4.488 -1.710
H -2.126 -5.911 0.001

---

(3)
46
Properties=species:S:1:pos:R:3 method="wB97M-V/def2-TZVPD" charge=-1 mol_weight_g_mol=640.15 gap_ev="5.31 / 7.37" e_tot_ev=-217487.641 largest_force_ha_per_bohr=0.074 multiplicity=3
V -1.086 -1.758 -1.341
O 1.657 -6.890 -4.723
C 1.242 -5.926 -4.135
S 2.194 -4.750 -3.162
C 0.926 -3.802 -2.549
C -0.391 -4.124 -3.008
S -1.953 -3.416 -2.807
S -0.527 -5.406 -4.100
S 1.292 -2.488 -1.484
C 4.369 1.045 -0.910
C 3.349 1.297 -1.837
C 2.017 1.204 -1.455
C 1.709 0.793 -0.167
C 2.716 0.544 0.757
C 4.055 0.654 0.361
Ge -0.190 0.263 0.183
C -1.094 2.067 0.062
C -2.448 2.124 0.319
C -3.233 3.182 -0.126
C -2.611 4.286 -0.662
C -1.229 4.289 -0.834
C -0.465 3.187 -0.451
C -0.252 -0.207 2.123
C -0.836 0.597 3.097
C -1.037 0.122 4.380
C -0.534 -1.132 4.736
C 0.085 -1.914 3.787
C 0.248 -1.452 2.495
H 5.395 1.246 -1.189
H 3.601 1.553 -2.861
H 1.214 1.439 -2.158
H 2.491 0.300 1.777
H 4.830 0.340 1.069
H -2.911 1.296 0.841
H -4.312 3.104 -0.090
H -3.166 5.156 -1.022
H -0.749 5.171 -1.231
H 0.609 3.255 -0.551
H -1.183 1.597 2.828
H -1.638 0.715 5.074
H -0.706 -1.559 5.728
H 0.427 -2.897 4.041
H 0.795 -2.059 1.784
Se -5.735 0.249 -0.758
C -4.021 -0.408 -0.863
N -2.911 -0.885 -0.966

---

(4)
53
Properties=species:S:1:pos:R:3 method="wB97M-V/def2-TZVPD" charge=-2 mol_weight_g_mol=648.65 gap_ev=5.10 e_tot_ev=-127357.958 largest_force_ha_per_bohr=0.016 multiplicity=2
Mn -0.119 -0.105 -0.194
C 7.377 0.180 -1.512
C 6.139 -0.562 -1.081
C 6.200 -1.567 -0.127
C 5.056 -2.259 0.262
C 3.839 -1.944 -0.313
C 3.756 -0.931 -1.268
C 4.899 -0.252 -1.641
S 2.342 -2.779 0.166
O 2.708 -3.692 1.230
O 1.836 -3.357 -1.063
N 1.403 -1.620 0.606
C 1.096 -1.229 1.890
C 1.733 -1.523 3.102
C 1.263 -0.891 4.238
C 0.203 0.013 4.168
C -0.365 0.249 2.928
N 0.060 -0.380 1.842
H 8.203 0.006 -0.821
H 7.196 1.255 -1.559
H 7.700 -0.140 -2.506
H 7.155 -1.811 0.328
H 5.098 -3.039 1.011
H 2.794 -0.661 -1.687
H 4.824 0.548 -2.370
H 2.561 -2.216 3.129
H 1.742 -1.094 5.190
H -0.161 0.532 5.044
H -1.181 0.944 2.768
O -1.022 -1.870 -0.766
C -0.798 -2.470 -1.800
C -0.345 -1.859 -3.045
C -0.468 -2.623 -4.192
C -0.176 -2.083 -5.427
C 0.245 -0.745 -5.542
C 0.392 0.019 -4.426
C 0.142 -0.502 -3.104
O 0.387 0.213 -2.099
N -0.316 -2.898 -6.615
O -0.078 -2.385 -7.702
O -0.701 -4.055 -6.495
H -1.019 -3.547 -1.852
H -0.804 -3.650 -4.123
H 0.441 -0.342 -6.526
H 0.711 1.051 -4.485
O -2.364 6.372 0.634
C -1.959 5.231 0.506
S -2.998 3.830 0.289
C -1.739 2.599 0.224
C -0.471 3.029 0.339
S 0.974 2.049 0.310
S -0.263 4.770 0.541
S -2.247 0.930 0.007